No. 1
The following is a DFT calculation (wB97M-V/def2-TZVPD) of a structure of composition C38H51BN9O2RbSSb2.

Values from the calculation:
Maximum force   0.64 eV Å⁻¹
2S+1   1
Frontier orbital gap   5.72 eV
HOMO level   -0.0675 Ha
Net charge   -2

```
105
C38H51BN9O2RbSSb2 | the Open Molecules 2025 dataset | wB97M-V/def2-TZVPD
Rb -0.592 0.933 -0.030
C -1.009 2.960 3.269
C 0.430 3.214 2.942
C 1.359 4.044 3.600
C 2.551 3.820 2.943
C 3.893 4.416 3.220
N 2.318 2.927 1.955
N 1.013 2.558 1.954
B 3.357 2.275 1.005
N 3.414 0.738 1.205
N 2.299 -0.035 1.234
C 2.693 -1.254 1.559
C 1.685 -2.347 1.729
C 4.093 -1.296 1.727
C 4.508 -0.002 1.499
C 5.891 0.562 1.533
N 3.156 2.673 -0.474
N 2.092 2.241 -1.203
C 2.220 2.767 -2.409
C 1.195 2.493 -3.460
C 3.386 3.558 -2.481
C 3.948 3.469 -1.227
C 5.199 4.111 -0.718
H -1.506 3.870 3.613
H -1.563 2.579 2.411
H -1.105 2.210 4.058
H 1.195 4.704 4.438
H 3.807 5.118 4.051
H 4.632 3.658 3.486
H 4.288 4.959 2.360
H 4.434 2.709 1.330
H 0.670 -1.961 1.610
H 1.828 -3.157 1.007
H 1.756 -2.792 2.725
H 4.715 -2.141 1.978
H 6.602 -0.245 1.718
H 6.159 1.040 0.588
H 6.010 1.314 2.315
H 0.393 1.859 -3.085
H 0.715 3.410 -3.807
H 1.636 1.999 -4.330
H 3.762 4.117 -3.324
H 5.649 4.697 -1.522
H 5.008 4.778 0.123
H 5.933 3.378 -0.378
C -4.056 -1.494 -3.320
Sb -3.082 -1.299 -1.400
C -4.927 -1.016 -0.350
C -3.214 -3.474 -1.099
C -2.455 -4.311 -2.077
C -3.123 -4.938 -3.131
C -2.463 -5.726 -4.062
C -1.091 -5.911 -3.948
C -0.410 -5.288 -2.914
C -1.060 -4.478 -1.983
C -0.255 -3.764 -0.949
Sb 0.622 -1.865 -1.597
C -0.100 -1.763 -3.615
C 2.496 -2.759 -2.170
H -4.916 -2.165 -3.236
H -3.356 -1.900 -4.053
H -4.367 -0.505 -3.652
H -5.709 -1.571 -0.873
H -5.172 0.044 -0.306
H -4.811 -1.389 0.667
H -4.281 -3.698 -1.159
H -2.878 -3.619 -0.072
H -4.195 -4.794 -3.215
H -3.018 -6.191 -4.867
H -0.555 -6.529 -4.659
H 0.666 -5.409 -2.827
H 0.614 -4.360 -0.662
H -0.820 -3.520 -0.050
H -0.360 -2.750 -4.000
H 0.710 -1.338 -4.212
H -0.954 -1.089 -3.677
H 2.345 -3.414 -3.030
H 2.898 -3.333 -1.334
H 3.208 -1.974 -2.425
S -2.581 1.697 -3.454
C -2.562 3.207 -2.603
C -3.076 4.393 -3.191
C -3.102 5.573 -2.492
C -2.614 5.610 -1.184
C -2.112 4.426 -0.680
N -2.075 3.271 -1.345
H -3.450 4.332 -4.205
H -3.500 6.469 -2.959
H -2.611 6.514 -0.590
H -1.698 4.397 0.326
O -2.923 0.569 1.303
N -3.009 -0.042 2.386
N -2.458 -1.224 2.370
O -1.859 -1.741 1.326
C -2.454 -1.945 3.598
C -1.775 -3.156 3.624
C -1.732 -3.891 4.803
C -2.360 -3.429 5.950
C -3.040 -2.216 5.906
C -3.095 -1.470 4.741
H -1.293 -3.484 2.716
H -1.196 -4.832 4.814
H -2.318 -4.003 6.868
H -3.536 -1.839 6.793
H -3.616 -0.525 4.703
```

Results of the Mulliken charge analysis, in e, for atoms 1 through 99: 1.373 -1.133 0.494 -1.543 0.886 -1.233 0.131 0.547 -0.723 0.462 0.472 0.688 -1.047 -1.822 1.052 -1.344 0.417 0.466 0.520 -0.808 -1.604 1.043 -1.205 0.357 0.034 0.254 0.425 0.342 0.203 0.129 -0.295 0.081 0.151 0.443 0.395 0.339 0.185 0.165 -0.137 0.275 0.281 0.426 0.326 0.132 0.163 -1.555 0.025 -1.433 -1.633 0.954 -0.637 -0.644 -0.644 -0.362 0.296 -0.516 -0.209 -0.927 -1.539 0.476 0.362 0.461 0.527 0.279 0.385 0.756 0.423 0.276 0.378 0.370 0.287 0.777 -0.415 0.326 0.493 0.063 0.451 0.410 0.364 -0.467 -0.014 -0.722 -0.208 -0.706 -0.292 0.030 0.369 0.318 0.405 0.277 -0.326 -0.772 0.782 0.314 0.061 -0.060 -0.658 -0.496 -0.425


No. 2
The following is a DFT calculation (wB97M-V/def2-TZVPD) of a structure of composition C33H34NOPS4Tc.

Values from the calculation:
Maximum force   0.80 eV Å⁻¹
2S+1   2
Frontier orbital gap (spin up / spin down)   4.21 / 4.74 eV
Expectation value of S²   0.774
HOMO level (spin up / spin down)   -0.4538 / -0.4753 Ha
Net charge   +2

```
75
C33H34NOPS4Tc | the Open Molecules 2025 dataset | wB97M-V/def2-TZVPD
Tc 0.152 0.891 0.554
C 1.157 -2.107 2.728
C 0.924 -0.624 2.600
C 2.034 0.234 2.418
C 3.400 -0.381 2.271
C 1.852 1.628 2.416
C 2.999 2.575 2.182
C 0.586 2.176 2.758
C 0.479 3.658 3.007
C -0.515 1.327 2.966
C -1.828 1.912 3.406
C -0.364 -0.081 2.809
C -1.541 -0.997 3.014
H 1.187 -2.608 1.760
H 0.381 -2.582 3.320
H 2.102 -2.299 3.230
H 4.138 0.302 1.857
H 3.378 -1.284 1.663
H 3.779 -0.672 3.254
H 3.509 2.798 3.122
H 2.655 3.520 1.769
H 3.749 2.172 1.506
H 0.441 4.230 2.078
H 1.345 4.007 3.568
H -0.403 3.907 3.586
H -1.780 2.135 4.475
H -2.661 1.238 3.252
H -2.053 2.835 2.878
H -1.720 -1.157 4.079
H -1.381 -1.963 2.545
H -2.454 -0.585 2.592
O -4.961 4.602 -1.986
C -4.040 3.898 -1.773
S -4.163 2.164 -1.420
C -2.394 1.843 -1.182
C -1.623 3.118 -1.030
S -0.073 3.021 -0.471
S -2.378 4.585 -1.459
S -2.219 0.919 0.360
N 2.270 0.770 -0.526
C 2.329 0.020 -1.773
C 3.476 0.045 -2.555
C 3.522 -0.679 -3.734
C 2.429 -1.438 -4.137
C 1.289 -1.467 -3.355
C 1.230 -0.735 -2.170
P -0.209 -0.724 -1.074
C -0.494 -2.434 -0.570
C 0.500 -3.397 -0.740
C 0.297 -4.691 -0.282
C -0.893 -5.026 0.346
C -1.886 -4.069 0.518
C -1.691 -2.777 0.062
C -1.546 -0.366 -2.267
C -1.735 1.075 -2.510
C -2.522 1.420 -3.697
C -3.177 0.468 -4.426
C -3.087 -0.870 -4.028
C -2.262 -1.291 -2.963
H 2.959 0.382 0.113
H 2.573 1.725 -0.712
H 4.331 0.632 -2.244
H 4.416 -0.653 -4.341
H 2.471 -2.003 -5.056
H 0.440 -2.065 -3.662
H 1.427 -3.146 -1.240
H 1.066 -5.437 -0.423
H -1.052 -6.036 0.695
H -2.814 -4.333 1.003
H -2.462 -2.030 0.210
H -0.738 1.535 -2.568
H -2.592 2.464 -3.972
H -3.775 0.739 -5.282
H -3.631 -1.619 -4.588
H -2.159 -2.347 -2.757
```

Mulliken analysis output, partial charges in e: 0.371 -1.941 1.323 0.706 -2.016 1.454 -2.578 1.005 -1.913 1.304 -2.445 0.739 -2.652 0.245 0.510 0.493 0.443 0.527 0.372 0.391 0.512 0.471 0.281 0.479 0.522 0.454 0.354 0.563 0.433 0.406 0.432 -0.408 0.577 -0.031 0.060 0.228 -0.419 -0.046 -0.516 -0.181 -0.673 -0.364 -0.814 -0.874 -0.211 -0.327 3.096 0.945 -1.062 -0.630 -0.728 -0.640 -0.876 0.009 -0.486 -0.483 -0.947 -0.604 -0.438 0.155 0.455 0.536 0.445 0.473 0.522 0.421 0.475 0.448 0.496 0.567 0.478 0.587 0.518 0.499 0.524


What E_tot values result from the calculations? In sequence: -82983.858; -93125.216 eV.
What energy above the lowest of the compared OMol25 structures with the same formula, charge and spin values result from the calculations? In sequence: 13.5; 22.7 kJ/mol.